A cluster of 3 separate species, C5H15BrNO2 in total in a non-equilibrium geometry, computed with ωB97M-V/def2-TZVPD.

Properties
charge	0
Kohn-Sham gap (alpha / beta)	10.23 / 5.00	eV
2S+1	2
expectation value of S²	0.7527

Element x y z (Å)
Br 0.79 -0.81 -2.64
C 4.07 -0.54 -0.94
O 3.91 -1.17 -2.13
H 3.76 0.49 -1.09
H 3.41 -0.99 -0.20
H 5.12 -0.70 -0.71
H 3.01 -1.01 -2.42
C -2.29 -0.60 1.94
C -2.42 -0.17 0.46
C -1.96 1.24 0.02
O -0.94 1.84 0.75
C 0.41 1.36 0.64
N -1.89 -1.24 -0.47
H -2.83 0.13 2.54
H -1.25 -0.76 2.21
H -2.69 -1.60 2.14
H -3.46 -0.07 0.17
H -2.85 1.86 -0.05
H -1.59 1.23 -1.01
H 0.88 2.01 1.38
H 0.74 1.51 -0.38
H 0.51 0.29 0.80
H -1.30 -0.76 -1.13
H -1.13 -1.55 0.11

A structure of composition C18H47HgN3O5 in a non-equilibrium geometry, computed with ωB97M-V/def2-TZVPD.

Properties
charge	-1
Kohn-Sham gap (alpha / beta)	2.06 / 7.26	eV
2S+1	2
expectation value of S²	0.7506

Element x y z (Å)
Hg 0.29 -0.85 0.06
C -4.18 -1.29 -0.27
C -3.04 -0.60 -1.09
C -3.38 0.58 -1.95
O -1.87 -0.23 -0.38
H -4.64 -0.57 0.40
H -3.97 -2.14 0.38
H -5.06 -1.44 -0.89
H -2.83 -1.42 -1.78
H -3.46 1.48 -1.33
H -4.38 0.35 -2.32
H -2.60 0.77 -2.69
C 4.49 -2.64 -0.66
C 4.04 -1.42 0.06
C 4.81 -0.16 -0.35
O 2.64 -1.29 0.11
H 4.18 -3.50 -0.07
H 5.57 -2.77 -0.59
H 4.28 -2.68 -1.73
H 4.44 -1.57 1.06
H 5.85 -0.48 -0.29
H 4.81 0.71 0.32
H 4.56 0.08 -1.38
C 2.47 3.06 -1.24
C 1.15 2.41 -0.94
C -0.11 2.88 -1.76
O -0.49 4.29 -1.54
C -1.86 4.43 -2.08
N 1.34 1.03 -1.32
H 2.18 4.10 -1.13
H 3.04 2.95 -2.16
H 3.18 2.91 -0.42
H 0.98 2.54 0.13
H -0.93 2.18 -1.62
H 0.22 2.75 -2.79
H -2.47 4.21 -1.20
H -2.09 3.73 -2.88
H -1.97 5.44 -2.45
H 1.21 1.15 -2.31
H 2.23 0.63 -1.04
C -1.06 -4.93 1.19
C -0.26 -3.83 0.62
C -0.75 -3.63 -0.79
O 0.01 -2.69 -1.57
C -0.37 -2.80 -2.87
N -0.44 -2.61 1.40
H -2.15 -4.89 1.21
H -0.73 -5.06 2.22
H -0.68 -5.88 0.82
H 0.77 -4.21 0.66
H -1.82 -3.47 -0.67
H -0.62 -4.57 -1.32
H 0.21 -2.14 -3.52
H -1.44 -2.63 -2.93
H -0.29 -3.82 -3.24
H -0.33 -2.70 2.40
H -1.40 -2.32 1.34
C -1.78 0.32 3.31
C -0.72 1.21 2.53
C -0.18 2.33 3.44
O 0.75 3.14 2.72
C 0.16 4.26 2.07
N 0.32 0.28 2.06
H -1.81 -0.67 2.85
H -2.77 0.79 3.24
H -1.42 0.05 4.30
H -1.38 1.67 1.80
H 0.36 1.89 4.28
H -0.86 3.01 3.94
H -0.19 4.79 2.96
H -0.65 3.91 1.43
H 0.92 4.90 1.61
H 0.83 -0.16 2.82
H 1.13 0.85 1.87

The molecule C3H5N5O in a non-equilibrium geometry, computed with ωB97M-V/def2-TZVPD.

Properties
charge	0
Kohn-Sham gap	9.48	eV
structure (SMILES)	[H]/N=C(/C#N)N/C(=N\[H])NO
relative energy (zero: lowest compared OMol25 entry of this formula, charge and spin)	371.0	kJ/mol

Element x y z (Å)
H 1.70 -0.67 0.55
N 1.49 -0.91 -0.38
C 0.83 -0.15 -1.11
C 0.57 -0.46 -2.55
N -0.10 -0.58 -3.54
N -0.07 0.76 -0.49
C -0.47 0.82 0.83
N -0.91 1.91 1.33
H -1.07 2.52 0.44
N -0.28 -0.29 1.74
O -0.55 -1.68 1.03
H -0.60 1.21 -1.15
H -1.01 -0.41 2.47
H 0.46 -2.06 0.83

A structure of composition H20O26S4Zn4 in a non-equilibrium geometry, computed with ωB97M-V/def2-TZVPD.

Properties
charge	0
Kohn-Sham gap	2.54	eV
relative energy (zero: lowest compared OMol25 entry of this formula, charge and spin)	2929.8	kJ/mol

Element x y z (Å)
Zn 2.73 3.93 -2.18
Zn 2.11 -3.73 -2.58
Zn -3.63 0.59 -2.71
Zn -1.62 2.91 3.78
S -2.12 5.24 -1.00
O -0.80 5.25 -1.60
O -2.03 4.85 0.41
O -2.86 6.52 -1.19
O -2.86 4.14 -1.62
S 0.20 0.02 0.54
O 0.88 -1.21 0.18
O 0.13 0.34 1.96
O 0.95 1.11 -0.01
O -1.22 0.02 0.04
S 0.83 0.41 -5.41
O 0.98 0.23 -6.81
O 1.60 -0.63 -4.79
O 1.36 1.74 -5.06
O -0.60 0.39 -5.08
S -3.11 -4.18 -3.71
O -1.76 -4.31 -3.21
O -3.96 -5.34 -3.49
O -3.69 -3.01 -3.11
O -3.20 -3.80 -5.10
O 3.63 5.22 0.99
H 4.12 4.60 1.53
H 3.53 6.00 1.55
O -1.75 1.34 6.97
H -1.01 0.91 7.39
H -2.52 0.95 7.39
O 1.73 -1.68 6.15
H 1.45 -1.18 5.38
H 1.65 -2.59 5.89
O 5.67 2.25 -2.39
H 6.34 2.10 -1.72
H 5.97 1.76 -3.15
O 5.36 -2.99 -1.84
H 5.65 -2.98 -0.92
H 6.14 -3.23 -2.33
O 5.59 1.22 3.59
H 5.04 0.68 3.03
H 6.30 0.63 3.86
O -4.07 -3.22 1.80
H -3.53 -2.96 1.05
H -4.97 -3.17 1.48
O -4.44 0.99 2.89
H -5.25 0.70 3.31
H -4.35 0.41 2.13
O 2.38 -6.47 -0.46
H 2.39 -7.39 -0.73
H 2.17 -6.49 0.47
O -6.79 1.06 -0.63
H -7.13 0.84 0.24
H -7.57 1.21 -1.16

A structure of composition C6H24AsF6N12O6Tl in a non-equilibrium geometry, computed with ωB97M-V/def2-TZVPD.

Properties
charge	+3
Kohn-Sham gap (alpha / beta)	3.18 / 3.50	eV
2S+1	2
expectation value of S²	1.7822

Element x y z (Å)
Tl -0.38 -0.60 1.11
As -2.90 -4.14 -0.77
F -3.98 -2.79 -1.10
F -1.89 -3.01 0.28
F -1.74 -5.51 -0.48
F -3.85 -5.15 -2.01
F -1.78 -3.66 -2.14
F -3.88 -4.62 0.68
C 0.49 -1.58 4.78
O 0.52 -0.88 3.82
N 1.53 -1.79 5.47
N -0.46 -2.36 5.19
H 1.44 -2.39 6.28
H 2.42 -1.46 5.14
H -1.35 -2.28 4.72
H -0.31 -2.61 6.16
C 1.64 2.82 2.33
O 1.12 1.68 2.31
N 2.86 3.11 2.00
N 1.07 3.83 2.87
H 3.22 4.06 2.07
H 3.40 2.31 1.71
H 0.16 3.68 3.26
H 1.26 4.71 2.40
C -1.79 3.04 0.20
O -1.35 2.04 0.68
N -1.76 4.20 0.74
N -2.42 3.14 -0.92
H -2.08 5.03 0.27
H -1.60 4.15 1.74
H -2.56 4.08 -1.25
H -2.57 2.32 -1.48
C 1.73 -2.61 -1.74
O 1.19 -1.94 -0.90
N 1.10 -3.40 -2.52
N 3.03 -2.60 -1.97
H 0.14 -3.63 -2.30
H 1.54 -3.75 -3.36
H 3.37 -3.35 -2.56
H 3.62 -2.06 -1.35
C 2.05 1.51 -1.43
O 1.32 0.95 -0.65
N 3.31 1.32 -1.43
N 1.72 2.17 -2.52
H 3.95 1.87 -1.98
H 3.61 0.55 -0.85
H 2.52 2.38 -3.11
H 0.75 2.35 -2.73
C -1.92 0.06 -2.66
O -1.23 -0.24 -1.69
N -2.00 1.23 -3.24
N -2.54 -0.89 -3.29
H -1.43 1.98 -2.88
H -2.48 1.34 -4.11
H -2.42 -1.84 -2.95
H -3.38 -0.75 -3.83

A cluster of 2 separate species, C2H9N5O in total, computed with ωB97M-V/def2-TZVPD.

Properties
charge	0
Kohn-Sham gap	9.85	eV
structure (SMILES)	N=C(N)N.NC(N)=O
relative energy (zero: lowest compared OMol25 entry of this formula, charge and spin)	1.4	kJ/mol

Element x y z (Å)
N -1.66 -0.76 -0.32
C -1.25 0.17 -1.09
N -1.75 1.47 -1.20
N -0.17 -0.05 -1.93
H -2.53 -0.47 0.13
H -2.66 1.59 -0.77
H -1.71 1.83 -2.14
H 0.40 0.77 -2.06
H 0.40 -0.82 -1.60
N 0.86 -1.35 1.80
C 1.27 -0.27 1.04
N 0.69 0.94 1.36
O 2.06 -0.38 0.12
H 0.01 -1.20 2.32
H 0.77 -2.19 1.24
H 1.22 1.73 1.03
H 0.37 1.04 2.31

A cluster of 2 separate species, C5H12O5P in total, computed with ωB97M-V/def2-TZVPD.

Properties
charge	-1
Kohn-Sham gap	8.50	eV
relative energy (zero: lowest compared OMol25 entry of this formula, charge and spin)	23.9	kJ/mol

Element x y z (Å)
O -4.53 -5.91 2.68
C -3.83 -4.91 2.75
C -3.77 -4.07 4.01
C -2.98 -4.43 1.59
H -4.42 -4.50 4.79
H -4.09 -3.04 3.80
H -2.74 -4.04 4.40
H -3.29 -3.42 1.29
H -1.92 -4.41 1.89
H -3.09 -5.11 0.73
O 0.65 -0.66 3.57
O -1.38 0.81 2.70
O 0.98 1.37 2.04
O 0.29 1.66 4.46
C 2.38 1.26 2.25
C -0.29 2.94 4.34
P 0.02 0.63 3.18
H 2.71 0.21 2.23
H 2.88 1.81 1.44
H 2.68 1.70 3.22
H -0.02 3.52 5.24
H 0.08 3.48 3.46
H -1.39 2.88 4.28

A cluster of 6 separate species, C5H22N2O6 in total in a non-equilibrium geometry, computed with ωB97M-V/def2-TZVPD.

Properties
charge	0
Kohn-Sham gap	9.63	eV
structure (SMILES)	CCNCCNC=O.O.O.O.O.O
relative energy (zero: lowest compared OMol25 entry of this formula, charge and spin)	379.3	kJ/mol

Element x y z (Å)
C -3.28 0.90 -1.26
C -2.81 1.07 0.21
N -1.36 1.24 0.62
C -0.61 1.94 -0.47
C -0.04 0.97 -1.51
N 1.37 0.69 -1.06
C 2.19 -0.07 -1.80
O 3.40 -0.10 -1.65
H -2.33 0.86 -1.74
H -3.81 1.81 -1.50
H -3.71 -0.02 -1.66
H -3.25 0.23 0.81
H -3.31 1.88 0.74
H -0.94 0.30 0.66
H -1.24 2.72 -0.89
H 0.13 2.54 0.07
H 0.08 1.61 -2.41
H -0.66 0.04 -1.62
H 1.45 0.96 -0.08
H 1.89 -0.60 -2.72
O 2.72 -0.11 1.60
H 2.57 0.07 2.53
H 3.62 -0.41 1.44
O 0.88 1.74 2.21
H 0.19 2.41 2.13
H 1.67 2.29 2.14
O 0.74 -3.42 -0.08
H 0.68 -4.31 0.26
H -0.03 -2.90 0.20
O -1.60 -2.37 0.78
H -1.75 -2.00 -0.10
H -1.40 -1.60 1.32
O 3.24 -2.65 0.95
H 2.53 -2.56 0.26
H 2.79 -3.17 1.63

A structure of composition C8H20NO7Sr in a non-equilibrium geometry, computed with ωB97M-V/def2-TZVPD.

Properties
charge	+1
Kohn-Sham gap	9.01	eV
relative energy (zero: lowest compared OMol25 entry of this formula, charge and spin)	0.0	kJ/mol

Element x y z (Å)
Sr 0.35 0.99 0.72
N 2.84 0.68 -1.08
O 3.85 0.59 -1.73
O 2.75 0.28 0.13
O 1.77 1.24 -1.52
C -2.56 -0.96 -0.43
O -1.80 0.19 -0.76
C -2.49 1.18 -1.49
C -1.53 2.31 -1.78
O -0.96 2.81 -0.59
C -0.05 3.86 -0.85
H -3.31 -0.73 0.34
H -1.93 -1.75 -0.05
H -3.14 -1.30 -1.30
H -3.33 1.56 -0.89
H -2.98 0.81 -2.40
H -2.06 3.09 -2.35
H -0.78 2.03 -2.54
H -0.41 4.62 -1.54
H 0.89 3.55 -1.31
H 0.26 4.42 0.04
C 0.64 -1.77 -1.49
O 0.54 -1.55 -0.08
C 1.12 -2.59 0.69
C 0.81 -2.34 2.15
O 0.97 -0.98 2.55
C 1.08 -0.81 3.95
H 0.42 -2.81 -1.74
H 1.64 -1.50 -1.85
H -0.02 -1.04 -1.96
H 2.21 -2.52 0.55
H 0.76 -3.58 0.40
H 1.36 -3.05 2.79
H -0.22 -2.61 2.43
H 0.15 -1.10 4.47
H 1.29 0.23 4.18
H 1.85 -1.48 4.34

A structure of composition C3H5NO2 in a non-equilibrium geometry, computed with ωB97M-V/def2-TZVPD.

Properties
charge	0
Kohn-Sham gap	8.96	eV
relative energy (zero: lowest compared OMol25 entry of this formula, charge and spin)	449.8	kJ/mol

Element x y z (Å)
O -2.01 0.03 0.46
C -0.77 0.14 0.04
C 0.08 -1.05 -0.25
N 1.18 -0.16 -0.62
C 0.66 1.05 -0.04
O 1.02 2.19 -0.23
H -2.43 0.90 0.38
H 0.20 0.68 1.19
H 0.25 -1.76 0.57
H -0.31 -1.60 -1.12
H 2.12 -0.44 -0.38

A structure of composition C14H54BIN23O11P in a non-equilibrium geometry, computed with ωB97M-V/def2-TZVPD.

Properties
charge	0
Kohn-Sham gap	7.99	eV

Element x y z (Å)
C 4.26 -5.00 2.27
C 3.71 -3.60 2.15
I 2.75 -3.30 0.24
C 4.79 -2.53 2.39
B 5.05 -1.69 1.09
P 6.24 -2.17 -0.33
N 7.63 -1.48 0.06
H 3.44 -5.69 2.36
H 4.83 -5.30 1.41
H 4.82 -5.04 3.19
H 3.00 -3.49 2.94
H 5.65 -3.03 2.80
H 4.43 -1.86 3.15
H 4.51 -0.64 0.97
H 5.74 -1.56 -1.51
H 6.33 -3.56 -0.54
H 8.36 -2.18 0.10
C -1.77 -1.80 0.22
O -2.66 -1.05 0.62
N -1.71 -2.18 -1.07
N -0.81 -2.30 1.05
H -1.01 -2.80 -1.44
H -2.42 -1.83 -1.70
H -0.84 -2.04 2.01
H -0.08 -2.92 0.73
C 4.86 2.48 -0.55
O 4.53 2.26 0.61
N 5.76 1.71 -1.21
N 4.34 3.52 -1.27
H 6.04 1.88 -2.16
H 6.17 0.94 -0.71
H 3.66 4.11 -0.82
H 4.60 3.72 -2.22
C 6.01 5.04 3.38
O 6.59 5.27 4.44
N 5.99 5.94 2.35
N 5.36 3.87 3.13
H 5.53 5.76 1.47
H 6.46 6.81 2.48
H 5.36 3.18 3.86
H 4.89 3.66 2.27
C 6.88 7.93 7.77
O 6.51 8.33 8.86
N 8.11 8.27 7.25
N 6.13 7.11 6.98
H 8.43 7.95 6.36
H 8.69 8.86 7.80
H 5.23 6.84 7.32
H 6.44 6.78 6.08
C 6.44 -0.02 -4.59
O 6.64 1.17 -4.44
N 7.43 -0.95 -4.43
N 5.22 -0.52 -4.93
H 7.29 -1.94 -4.54
H 8.34 -0.62 -4.17
H 4.47 0.13 -5.05
H 5.04 -1.50 -5.05
C -5.61 1.25 2.00
O -6.42 2.06 2.45
N -5.68 0.81 0.71
N -4.59 0.75 2.74
H -5.02 0.16 0.32
H -6.42 1.17 0.14
H -4.52 1.07 3.69
H -3.91 0.10 2.38
C -5.32 5.41 0.17
O -5.65 6.49 -0.27
N -4.20 4.74 -0.27
N -6.02 4.75 1.15
H -3.91 3.85 0.08
H -3.66 5.19 -0.99
H -6.84 5.20 1.50
H -5.75 3.85 1.52
C -5.20 -2.05 -2.84
O -4.05 -2.28 -3.21
N -6.29 -2.37 -3.58
N -5.48 -1.44 -1.63
H -7.22 -2.19 -3.28
H -6.14 -2.82 -4.47
H -4.69 -1.20 -1.05
H -6.41 -1.25 -1.30
C -6.76 -5.86 -4.71
O -7.08 -4.74 -5.08
N -5.68 -6.52 -5.21
N -7.49 -6.54 -3.76
H -5.41 -7.43 -4.91
H -5.12 -6.05 -5.90
H -8.29 -6.09 -3.38
H -7.25 -7.46 -3.45
C -2.94 -6.54 -8.00
O -3.71 -6.53 -7.05
N -2.10 -5.50 -8.27
N -2.86 -7.60 -8.85
H -1.46 -5.50 -9.04
H -2.14 -4.71 -7.66
H -3.46 -8.38 -8.68
H -2.23 -7.64 -9.63
C -8.28 2.74 6.49
O -8.54 2.51 7.66
N -7.45 1.95 5.75
N -8.79 3.82 5.82
H -7.22 2.13 4.79
H -7.05 1.15 6.21
H -9.41 4.43 6.33
H -8.58 4.03 4.87

The molecule C2H6N2O in a non-equilibrium geometry, computed with ωB97M-V/def2-TZVPD.

Properties
charge	0
Kohn-Sham gap	10.29	eV
structure (SMILES)	C/N=C\NO
relative energy (zero: lowest compared OMol25 entry of this formula, charge and spin)	364.1	kJ/mol

Element x y z (Å)
C -0.91 1.05 0.97
N -1.13 0.74 -0.45
C -0.31 -0.12 -0.90
N 0.87 -0.63 -0.24
O 1.43 -1.69 -0.96
H -1.51 0.22 1.62
H -1.39 2.09 1.24
H 0.30 1.05 1.29
H -0.34 -0.37 -1.95
H 0.70 -0.95 0.73
H 2.28 -1.38 -1.36